93
Properties=species:S:1:pos:R:3:lowdin_spin:R:1 method="wB97M-V/def2-TZVPD" fmax_ev_per_a=1.16 spin_multiplicity=3 charge=+1 orbital_gap_ev="8.48 / 8.49" homo_ha="-0.381 / -0.381"
Tm 0.61 0.03 -0.37 2.0113
C 2.67 0.73 2.74 0.0000
C 2.06 1.74 1.79 -0.0006
C 0.70 2.07 1.93 -0.0007
C -0.08 1.40 3.04 0.0000
C 0.16 3.09 1.14 0.0003
C -1.29 3.50 1.22 0.0000
C 1.00 3.86 0.31 0.0000
C 0.37 4.98 -0.47 0.0000
C 2.38 3.60 0.27 0.0003
C 3.35 4.55 -0.38 0.0000
C 2.90 2.50 0.96 0.0001
C 4.37 2.18 0.91 0.0000
H 2.88 1.22 3.70 0.0000
H 3.60 0.32 2.37 0.0000
H 2.01 -0.11 2.95 0.0000
H -0.27 0.34 2.86 0.0000
H -1.04 1.88 3.22 0.0000
H 0.49 1.46 3.97 0.0000
H -1.39 4.50 1.65 0.0000
H -1.89 2.83 1.82 0.0000
H -1.75 3.53 0.23 0.0000
H -0.08 5.72 0.18 0.0000
H -0.43 4.59 -1.11 0.0000
H 1.06 5.50 -1.12 0.0000
H 3.91 4.08 -1.19 0.0000
H 4.09 4.88 0.36 0.0000
H 2.88 5.45 -0.77 0.0000
H 4.84 2.37 1.87 0.0000
H 4.89 2.77 0.16 0.0000
H 4.54 1.14 0.66 0.0000
C 2.34 3.95 -3.50 -0.0001
N 3.03 2.69 -3.26 -0.0003
C 4.38 2.47 -3.46 -0.0001
C 4.58 1.15 -3.30 -0.0001
N 3.36 0.55 -3.02 -0.0002
B 3.20 -0.97 -3.46 0.0000
N 2.48 -1.99 -2.49 -0.0002
C 1.95 -3.12 -3.06 -0.0001
C 1.70 -4.02 -2.08 -0.0002
N 2.08 -3.42 -0.90 -0.0003
C 1.99 -4.04 0.42 0.0000
C 2.54 -2.18 -1.17 -0.0001
S 3.03 -1.03 0.03 -0.0025
C 2.43 1.52 -2.98 -0.0001
S 0.75 1.39 -2.65 -0.0026
H 3.07 4.76 -3.44 0.0000
H 1.57 4.09 -2.74 0.0000
H 1.88 3.94 -4.48 0.0000
H 5.06 3.27 -3.70 0.0000
H 5.47 0.56 -3.39 0.0000
H 2.57 -0.99 -4.48 0.0000
H 4.33 -1.37 -3.60 0.0000
H 1.80 -3.19 -4.12 0.0000
H 1.29 -5.01 -2.11 0.0000
H 1.17 -4.76 0.41 0.0000
H 1.79 -3.28 1.16 0.0000
H 2.93 -4.55 0.65 0.0000
O -0.29 -1.93 0.49 -0.0012
C -0.72 -2.16 -0.68 0.0003
O -0.37 -1.37 -1.62 -0.0016
C -1.63 -3.29 -0.94 0.0000
C -2.08 -3.52 -2.23 0.0001
C -2.94 -4.59 -2.51 0.0000
C -3.30 -5.38 -1.45 0.0001
O -4.10 -6.48 -1.47 0.0001
C -4.24 -6.90 -0.11 0.0000
O -3.35 -6.10 0.68 0.0000
C -2.85 -5.15 -0.16 0.0000
C -2.01 -4.11 0.14 0.0000
H -1.76 -2.86 -3.02 0.0000
H -3.29 -4.79 -3.51 0.0000
H -3.95 -7.94 -0.03 0.0000
H -5.26 -6.73 0.22 0.0000
H -1.64 -3.93 1.14 0.0000
N -1.60 0.57 0.35 -0.0011
C -2.57 0.22 0.88 0.0001
N -3.65 -0.17 1.48 -0.0001
C -3.59 -1.11 2.62 0.0000
C -4.28 -0.49 3.85 0.0000
C -4.46 1.02 3.67 0.0000
C -5.36 1.32 2.48 0.0000
C -4.94 0.50 1.24 0.0000
H -2.54 -1.32 2.81 0.0000
H -4.06 -2.04 2.31 0.0000
H -3.70 -0.71 4.74 0.0000
H -5.26 -0.95 3.99 0.0000
H -3.48 1.48 3.53 0.0000
H -4.88 1.46 4.58 0.0000
H -5.34 2.39 2.25 0.0000
H -6.39 1.07 2.73 0.0000
H -4.82 1.13 0.35 0.0000
H -5.66 -0.27 1.00 0.0000